[1]
{"formula": "C20H23FN2O5S", "method": "ωB97M-V/def2-TZVPD", "species": ["C", "O", "H", "H", "H", "O", "F", "H", "C", "O", "H", "N", "S", "H", "C", "H", "H", "H", "C", "H", "H", "C", "H", "C", "C", "C", "C", "C", "C", "H", "H", "N", "O", "C", "C", "C", "C", "H", "O", "H", "H", "H", "C", "C", "H", "H", "H", "H", "C", "C", "H", "C"], "xyz": [[1.8820, 0.0963, 1.0600], [2.1678, -2.1204, 0.2375], [1.5745, 2.3301, -3.1723], [3.2091, -1.1560, 3.7516], [0.8109, 0.7840, -3.5844], [2.1008, -0.2292, 2.3719], [-1.3062, -3.5091, -0.6711], [1.4865, 2.0838, 1.6894], [-1.6875, 3.4135, -0.7951], [-3.4952, -1.1190, -0.6423], [2.9783, -2.7966, -1.5505], [-2.1148, 0.7959, 0.1884], [-2.1308, -0.7166, -0.4976], [1.2178, -3.0417, -1.3650], [-0.4083, -3.7921, 1.4836], [-2.9931, 2.2413, -2.1213], [-4.0910, 1.0743, -0.2243], [-1.3230, -0.1206, 2.2465], [-0.5209, 2.1658, -2.6184], [-0.8143, 2.7507, -3.4986], [-1.2033, 1.2258, 0.1324], [-2.9965, 2.7250, -1.1492], [3.9104, -1.2137, 2.1160], [-1.0224, -2.9924, 0.5350], [1.9136, -0.7990, -0.0263], [-0.4476, -1.9309, 3.0049], [1.2501, 1.8837, -0.4365], [0.8761, 1.5632, -2.8270], [2.9846, -1.2818, 2.6924], [2.3639, -4.0027, -0.3946], [-3.3873, 2.2533, 0.9159], [-0.5623, 3.0226, -1.4408], [-1.6486, 4.2107, 0.1264], [-1.3474, -1.6755, 0.7997], [-1.0627, -1.1459, 2.0435], [-0.1197, -3.2477, 2.7232], [-3.2245, 1.7040, -0.0175], [-3.8005, 3.4601, -1.1145], [-1.2831, -0.7625, -1.6575], [0.5131, 3.8421, 0.1299], [2.5284, -2.2597, 2.5264], [-1.2015, 1.3185, -2.5069], [0.7126, 3.2477, -0.7622], [1.3186, 1.0054, -1.5120], [1.6561, -0.9868, -2.1484], [-0.1668, -4.8152, 1.2427], [0.3619, -3.8578, 3.4724], [-0.2153, -1.5088, 3.9695], [2.1772, -3.0268, -0.8409], [1.6523, -0.3195, -1.3037], [1.3914, 3.8045, -1.4166], [1.5367, 1.4255, 0.8361]], "atomic_forces_ev_per_a": [[0.0658, 0.0409, 0.0640], [-0.0600, 0.4637, 0.2082], [-0.0080, -0.0254, -0.0674], [0.0370, -0.0174, -0.0511], [0.0065, 0.0391, -0.0630], [-0.2921, 0.1461, -0.3197], [0.0260, -0.0508, 0.0522], [0.0079, 0.0850, 0.1532], [-0.3052, 0.1889, -0.3852], [-0.1941, 0.0155, 0.1642], [-0.0347, 0.0005, 0.0112], [0.1443, -0.9431, -0.3044], [0.2869, 0.5116, 0.3642], [0.0058, -0.0035, -0.0004], [-0.1654, 0.1493, -0.2339], [-0.0212, -0.0230, -0.0337], [-0.0874, 0.2401, 0.0697], [-0.0018, 0.0793, 0.0564], [-0.2825, -0.1820, -0.5688], [0.0107, -0.1292, 0.0289], [0.3723, -0.0630, -0.0108], [0.1448, -0.0614, 0.2786], [-0.0249, -0.0066, 0.0029], [0.1660, -0.3502, 0.1044], [0.1032, -0.1205, 0.1223], [-0.0024, -0.0228, -0.0074], [0.0848, -0.0949, -0.1632], [-0.1558, 0.0245, 0.1674], [0.2307, -0.2893, 0.2256], [-0.0213, 0.0225, -0.0862], [-0.0366, -0.0821, -0.1606], [0.2338, 0.0274, 0.0431], [-0.1894, 0.0952, 0.3801], [-0.2803, 0.2837, -0.5967], [0.0470, -0.0205, 0.2305], [-0.0704, 0.0697, -0.0074], [-0.6507, 0.1224, -0.0261], [0.0802, 0.0105, -0.0186], [0.0436, -0.1274, 0.1659], [0.0864, -0.0473, -0.1750], [0.0813, 0.1076, 0.0390], [0.0508, 0.2140, -0.0649], [0.2038, 0.1870, 0.2518], [0.1685, 0.0406, 0.1221], [-0.0274, -0.1588, -0.0756], [-0.0030, -0.0977, -0.0667], [0.0368, -0.0577, 0.0684], [0.0206, 0.0592, 0.0794], [0.0187, -0.1180, -0.1278], [0.1244, 0.0416, 0.0832], [-0.0271, 0.0210, 0.0947], [0.0534, -0.1944, -0.0171]], "mulliken_charge": [0.16, -0.34, 0.38, 0.28, 0.39, -0.42, -0.42, 0.47, 0.53, -0.79, 0.35, -0.02, 1.39, 0.38, -0.44, 0.29, 0.56, 0.55, -0.39, 0.34, -0.11, -0.59, 0.32, 0.39, 1.36, -0.66, 0.46, -1.74, -0.73, 0.26, 0.37, 0.18, -0.69, -0.19, -0.16, -0.53, -0.82, 0.42, -0.58, 0.49, 0.15, 0.24, -1.40, 0.67, 0.40, 0.51, 0.43, 0.42, -1.06, -0.41, 0.25, -0.89], "e_tot_ha": -1759.667023, "smiles": "COc1cc2c(cc1OC)CN(C(=O)CCNS(=O)(=O)c1ccccc1F)CC2", "orbital_gap_ev": 8.8532, "lumo_ev": 0.674, "spin_multiplicity": 1}



[2]
{"formula": "C16H33BrN3O2S", "method": "ωB97M-V/def2-TZVPD", "species": ["H", "H", "H", "H", "N", "H", "C", "S", "H", "H", "H", "H", "H", "H", "H", "N", "H", "H", "H", "H", "C", "C", "H", "H", "H", "C", "C", "C", "C", "C", "H", "C", "H", "Br", "C", "C", "O", "H", "C", "H", "H", "H", "C", "C", "C", "H", "H", "N", "H", "H", "H", "H", "H", "H", "C", "O"], "xyz": [[1.2027, 3.4152, 1.9149], [3.0343, 3.4409, 1.7387], [1.9935, 2.4247, -0.8227], [-1.9258, -6.1598, 2.2344], [-0.9536, -6.4161, 0.4116], [-1.6114, 0.6368, 3.1817], [2.1483, 5.5982, -0.5404], [-0.6832, 1.2572, 0.2153], [1.8754, 3.8052, -2.7128], [-2.7792, 0.4063, 4.5058], [-1.0552, 0.6909, 4.8728], [2.3161, 3.0199, -5.3556], [3.1410, 1.6252, 0.3263], [-0.0654, 0.2605, -2.2654], [-1.3868, -4.6597, 1.4360], [-1.5156, -1.2124, 4.1706], [2.5635, 6.3792, -1.2372], [-1.9388, -1.2953, 6.2251], [1.0978, 1.3833, -4.3590], [-2.3219, -7.5550, -0.6699], [2.0976, 2.0845, 0.2474], [1.9999, 4.6410, 0.2117], [1.1689, 0.8049, 1.7885], [0.1592, 3.9388, -3.2632], [-2.9387, -5.9799, -0.1042], [-1.1654, -1.8741, 3.0394], [1.1484, 3.4210, -3.5111], [0.2192, -7.0140, 0.0766], [2.0521, 3.3877, 1.1750], [1.7403, 3.8912, -4.9204], [-0.3344, 3.1664, -1.2582], [-0.2892, 1.3168, -2.6524], [-1.0882, -1.2106, 2.1584], [-1.5830, 2.6951, 1.6861], [-2.0723, -6.5042, -0.5073], [-1.6553, -1.9594, 5.4093], [-0.9500, -3.0663, 2.9579], [-1.9226, 2.3472, -1.5632], [-0.8093, 2.1509, -1.3995], [2.0036, 1.4942, -2.7957], [-0.2056, -5.7079, 2.2465], [-0.2838, 3.8854, -5.3926], [1.0819, 0.9365, 0.6684], [1.0577, 1.8410, -3.3114], [-1.7539, 0.2157, 4.1791], [1.0027, -6.8874, 0.8425], [0.4924, 5.3158, -5.6127], [0.5733, 4.2996, -5.7869], [-0.7061, -2.4453, 5.6442], [-1.7870, -6.0612, -1.4644], [2.4473, 4.7637, -4.7336], [-1.0823, 1.1602, -3.4557], [1.3645, -0.0387, 0.1433], [-2.4188, -2.7290, 5.2799], [-1.1228, -5.6928, 1.6580], [0.4239, -7.6324, -0.9503]], "atomic_forces_ev_per_a": [[0.9090, -0.0765, -0.8746], [-1.3050, 0.1209, -0.5497], [-0.1197, -0.6647, 1.1298], [0.0496, 0.1291, 0.1393], [0.5583, -0.1905, 0.0855], [-0.0529, -0.3275, 0.2972], [0.8160, -0.9898, 0.3985], [-0.6134, -0.1969, 0.2099], [-1.0622, -0.4587, -0.8701], [0.0595, 0.2136, -0.0407], [-0.1020, 0.1795, -0.0455], [-0.5909, 1.0893, 0.2588], [-1.4309, 0.5140, -0.0990], [-0.4011, 1.1847, -0.6556], [0.0282, -0.0833, 0.2269], [0.1611, 0.0227, -0.6351], [-1.1187, -1.1950, 1.2178], [0.0258, 0.0150, -0.1470], [-0.0921, 0.3908, 1.4397], [-0.1026, 0.1054, -0.1228], [0.3739, -0.1126, 0.2674], [0.5094, 0.0434, 0.4096], [-0.6352, -0.0698, -1.2252], [1.2265, -0.6320, -0.6479], [0.1295, -0.0284, 0.0595], [-0.0883, -0.0297, 0.4971], [1.1610, 0.1858, 1.2916], [-0.2436, 0.0433, 0.0038], [0.3559, 1.1760, -1.3677], [-1.0400, -0.4218, 1.0617], [-0.2499, -1.1526, -0.2294], [1.1386, -1.2511, 0.5831], [-0.0338, 0.1303, -0.0333], [0.7533, -0.3306, -1.1508], [0.2471, -0.1775, -0.1219], [0.0645, -0.2923, -0.1125], [-0.0003, 0.4193, 0.1772], [1.3472, -0.4293, 0.7913], [-0.5586, 1.2694, -1.0615], [-1.2719, 0.1895, -0.3861], [-0.0504, 0.0088, -0.1097], [0.5980, 0.2482, -0.4103], [1.7087, 0.9324, -0.3820], [-0.1402, 0.3911, -1.2121], [0.0235, -0.3608, 0.2118], [-0.0530, 0.0471, 0.0731], [-0.2815, -0.7715, -0.4410], [0.9352, 0.6473, 0.7794], [-0.1229, -0.0366, 0.0999], [-0.1550, -0.0881, -0.0339], [-0.9478, -1.1438, -0.5394], [0.8171, 0.6150, 1.3343], [-0.7683, 1.1913, 0.6589], [0.0755, 0.0003, 0.1437], [-0.2601, -0.1441, -0.3963], [-0.1799, 0.1520, 0.0543]], "mulliken_charge": [0.27, 0.35, -0.45, 0.31, 0.15, -0.68, -0.14, -0.11, -0.19, 0.43, 0.40, 0.34, 0.47, 0.22, 0.39, 0.15, 0.37, 0.39, 0.44, 0.30, 0.05, -0.38, 0.43, 0.44, 0.37, 0.19, -0.23, 0.14, -0.46, -0.55, 0.42, -0.71, 0.21, -0.06, -0.95, -0.98, -0.63, 0.45, -0.40, 0.39, 0.28, 0.27, -0.56, -0.65, 0.07, 0.27, 0.28, -0.64, 0.31, 0.29, 0.28, 0.40, 0.46, 0.30, -0.97, -0.58], "e_tot_ha": -3915.966171, "orbital_gap_ev": 4.6334, "lumo_ev": -5.811, "spin_multiplicity": 1, "charge": 1}



[3]
{"formula": "C5H30N2O9", "method": "ωB97M-V/def2-TZVPD", "species": ["C", "C", "C", "H", "H", "H", "H", "N", "O", "H", "H", "H", "H", "H", "C", "O", "H", "C", "H", "O", "N", "H", "H", "O", "H", "H", "H", "H", "O", "H", "H", "H", "H", "H", "H", "O", "H", "O", "H", "H", "O", "H", "H", "H", "O", "H"], "xyz": [[-2.4921, -1.4973, 1.4089], [-2.2232, 0.8390, 2.0067], [-3.4875, -1.2459, 0.2550], [2.1117, 1.0923, -3.4697], [0.9464, 1.9976, 2.6004], [-1.8957, 1.5933, 1.2452], [-1.3495, -2.6234, -1.1728], [2.2484, -0.9053, 1.4267], [1.3030, 2.2405, 3.4805], [0.4546, 2.4589, 3.8957], [-2.0661, 1.3271, 3.0015], [0.6348, -0.1764, -4.6964], [-1.9614, -0.7965, -0.9714], [0.3702, 4.3939, 0.5195], [0.9570, -0.6931, 2.1823], [1.8930, 2.0359, -3.1907], [-3.3055, 0.5700, 1.9079], [-0.2653, -0.5980, 1.2711], [1.3362, 2.4483, -3.8402], [1.8643, 1.8691, -0.4975], [-1.5796, -0.4743, 1.9595], [-0.9401, -3.9796, -1.8851], [2.6318, -0.0329, 1.1228], [-0.7134, -3.3198, -1.2511], [-0.1191, -0.7642, -1.0841], [-0.0111, 0.3233, 0.6904], [0.4868, 0.3378, -1.6751], [-0.3708, -1.6010, 0.7427], [-2.7440, -1.3847, -0.9660], [2.7117, -1.2778, -2.8029], [-4.0940, -2.1689, 0.0609], [0.7029, -0.7574, -3.2262], [3.3265, -0.8375, -1.2781], [-1.8589, -2.3863, 1.1895], [1.2012, 0.1688, 2.9118], [0.8928, 3.8676, 1.1117], [-3.1522, -2.0630, 2.2124], [1.2062, -0.3514, -3.9550], [-4.0314, -0.2913, 0.1793], [1.8504, 1.8981, -1.4930], [2.6318, -0.9441, -1.9005], [1.3209, 3.2212, 0.5013], [0.9690, -1.4873, 2.9711], [2.7842, 1.7251, -0.2838], [-0.3111, -0.2121, -1.8638], [2.1362, -1.5384, 0.6483]], "atomic_forces_ev_per_a": [[-1.7456, -2.3381, 2.4393], [-0.4045, 0.0840, 0.7629], [1.4785, -1.4609, -1.3987], [-0.9506, 1.4337, 0.0527], [0.6931, 0.4966, 0.3593], [-0.2673, -0.7960, 0.2052], [-1.4466, 0.1785, -0.4222], [-1.1252, -0.1591, 0.8612], [-1.0634, -0.3001, -0.5112], [0.4219, 0.1841, 0.3564], [-0.1521, -0.3754, -0.6792], [-0.4773, -0.1879, -0.1713], [-0.9334, 0.1745, -0.1577], [-0.4418, 0.5030, -0.3229], [2.5090, -0.1580, 2.1910], [1.2935, -1.0227, 0.5604], [0.8039, 1.1302, 0.1902], [-0.0041, 0.1088, 0.9748], [-0.3221, -0.0426, -0.4288], [-0.2596, -0.2318, -0.7068], [-0.1825, -0.5116, -1.4392], [-0.6568, -0.2573, -0.6363], [-0.0073, 0.3161, -0.3162], [1.9706, -0.1828, 1.0443], [-0.4053, -0.6233, -0.2893], [-0.6051, -0.8284, -0.4048], [-0.6854, 0.3640, -0.6779], [0.9069, 1.5828, -0.0411], [1.2447, 0.9175, -0.9695], [1.1579, 0.0381, 0.5533], [-0.3456, 1.1234, 1.3162], [-0.4979, 0.3221, -0.2475], [1.4483, -0.4657, -0.2461], [-0.5647, 0.6244, -0.5077], [-0.9185, -0.8763, -1.6438], [0.4596, -0.6898, -0.1400], [1.0310, 1.7571, -0.6727], [0.9550, -0.6906, -0.5257], [-0.0739, -0.5266, 0.6457], [0.0088, 0.3952, 0.5167], [-2.3687, 0.4151, -0.1255], [-0.2690, 0.3642, 0.3925], [-0.7880, 0.0002, -1.0127], [0.3860, -0.0107, 0.1017], [1.2845, 0.2089, 1.3255], [-0.0908, 0.0132, -0.1546]], "mulliken_charge": [-0.93, -0.81, -0.19, 0.42, 0.17, 0.24, 0.44, -0.60, -0.61, 0.34, 0.22, 0.29, 0.33, 0.29, -1.20, -0.69, 0.42, 0.35, 0.26, -0.77, 0.16, 0.27, 0.18, -0.60, 0.23, 0.06, 0.44, 0.28, -0.54, 0.32, 0.34, 0.38, 0.28, 0.54, 0.40, -0.63, 0.22, -0.75, 0.23, 0.31, -0.56, 0.45, 0.27, 0.30, -0.85, 0.26], "e_tot_ha": -995.063379, "smiles": "CN(CCN)CCO.O.O.O.O.O.O.O.O", "orbital_gap_ev": 8.6394, "lumo_ev": 0.113, "spin_multiplicity": 1}